C35H28BrN2OS5Ta | ωB97M-V/def2-TZVPD

The geometry in XYZ format:
```
73
Properties=species:S:1:pos:R:3:forces:R:3:lowdin_charge:R:1
Ta 13.668675 10.280872 10.238138 -1.640 -1.160 -0.914 0.95
S 13.377467 8.998771 12.168826 -0.069 0.608 0.473 0.67
C 12.309615 10.260515 12.915867 -0.230 -0.294 -0.246 -0.61
C 11.232048 9.887012 13.718312 0.905 -3.114 -0.869 -0.09
C 10.546643 10.763299 14.486345 -0.601 -0.424 0.374 -0.04
C 10.768733 12.113965 14.258311 -2.616 0.675 1.959 -0.05
C 11.733220 12.560739 13.417331 1.322 0.950 -0.713 -0.06
C 12.543578 11.608432 12.774657 0.114 0.859 0.053 -0.50
S 14.040621 12.026444 11.899792 0.386 0.443 0.534 0.88
C 13.745401 13.536855 10.950002 1.306 -0.573 -0.732 -0.28
C 13.923411 13.304365 9.458891 -0.265 0.731 -0.323 -0.32
C 14.323059 14.318025 8.621288 1.063 1.876 -0.378 0.03
C 14.328095 14.175459 7.210082 -0.165 -0.588 2.009 0.04
C 13.805220 12.995305 6.708783 0.197 0.406 0.364 0.02
C 13.442724 11.977860 7.579058 0.527 0.616 0.208 -0.26
C 13.004983 10.639703 7.068852 1.688 0.937 0.847 -0.32
S 13.972118 9.352152 7.866573 0.757 -0.668 0.009 0.98
C 15.691196 9.588265 7.404520 0.662 -0.049 -0.879 -0.47
C 16.177740 9.318064 6.089610 0.607 0.446 1.777 -0.03
C 17.581649 9.414954 5.882940 -0.539 -0.009 -1.110 -0.04
C 18.442815 9.540028 6.948555 0.033 0.586 0.777 -0.05
C 17.959503 9.759299 8.241944 -0.779 -0.273 -0.921 -0.07
C 16.588140 9.870446 8.455708 -0.233 -0.482 -0.663 -0.60
S 15.992064 10.251092 10.067218 0.314 -0.462 -0.156 0.71
N 13.554182 12.141684 8.934550 -0.677 -1.327 -0.455 -0.03
H 11.038017 8.791065 13.657188 -0.120 0.939 0.707 0.13
H 9.844508 10.372933 15.249780 0.294 0.581 -0.782 0.15
H 10.002302 12.734622 14.810415 1.536 0.007 -0.793 0.15
H 11.970961 13.636952 13.315943 -0.369 -0.743 0.035 0.13
H 14.446716 14.277970 11.328692 -0.216 0.152 -0.032 0.11
H 12.738373 13.798449 11.112088 -1.251 0.659 0.338 0.09
H 14.703317 15.253087 9.101993 -0.413 -0.839 -0.648 0.15
H 14.766137 14.907141 6.551814 -0.159 0.297 0.046 0.13
H 13.756357 12.924267 5.643705 -0.184 -0.593 -0.445 0.13
H 13.077807 10.550547 6.020541 -0.065 -0.035 -1.160 0.10
H 12.061270 10.440829 7.466610 -1.839 -0.431 0.095 0.03
H 15.463989 9.003595 5.348745 0.096 0.147 -0.462 0.11
H 18.092468 9.429049 4.890320 -1.084 -0.456 0.680 0.14
H 19.514968 9.546210 6.763317 -0.218 -0.093 0.124 0.13
H 18.611659 9.796133 9.069730 0.730 0.297 0.768 0.09
C 18.386544 7.993650 12.148672 0.327 0.405 0.532 -0.03
C 17.868417 9.309528 12.647782 -0.136 -0.644 0.256 -0.30
C 18.450080 10.504506 12.276700 1.266 0.883 1.107 -0.07
C 17.968781 11.672806 12.881049 0.098 -0.316 -1.000 -0.11
C 16.885848 11.514989 13.714142 0.293 2.011 0.884 -0.81
Br 16.251783 13.070706 14.630017 -0.152 0.350 -0.133 0.74
N 16.332076 10.425306 14.122864 -0.751 -1.280 -0.379 0.05
C 16.794554 9.321191 13.559003 0.643 -0.958 -0.357 -0.11
H 18.160676 7.226865 12.891979 0.623 -0.093 -0.100 0.09
H 19.431019 8.037510 11.793453 -0.338 -0.142 0.688 0.10
H 17.829987 7.728422 11.295149 -0.861 -0.492 -1.305 0.05
H 19.451246 10.523401 11.786764 -1.107 -0.035 -0.066 0.14
H 18.381808 12.663708 12.711497 0.041 -0.302 0.021 0.11
H 16.371154 8.354731 13.885357 0.141 0.622 -0.108 0.13
C 8.306571 4.476513 5.709275 0.145 0.298 0.753 -0.04
C 7.065359 4.106165 6.453368 0.970 1.366 0.263 -0.77
O 6.483385 3.102672 6.318257 -1.337 -2.272 -0.526 0.06
S 6.366583 5.211086 7.683602 -0.236 0.810 0.032 1.05
C 7.657106 6.387569 8.023473 -1.635 1.604 0.699 -0.51
C 7.496150 7.801957 7.887626 0.564 -1.155 -1.467 -0.04
C 8.539697 8.675234 8.177985 -0.512 -1.508 -0.053 -0.01
C 9.669405 8.112564 8.791267 0.481 1.626 0.719 -0.23
C 9.679044 6.779014 9.157708 0.918 0.426 0.529 -0.03
C 8.684904 5.947637 8.812769 -0.589 -0.028 -0.999 -0.11
C 10.756973 8.960792 9.224296 -0.261 -0.202 -0.627 -0.07
C 11.696909 9.686871 9.514288 1.078 0.217 0.612 -0.23
H 8.377080 3.854885 4.825504 -0.043 0.204 -0.256 0.09
H 9.132879 4.206029 6.377353 0.080 0.183 -0.166 0.09
H 8.310214 5.558743 5.555292 0.275 -0.249 -0.377 0.08
H 6.662166 8.179238 7.316590 -0.306 -0.006 0.161 0.11
H 8.416223 9.692709 7.860042 0.353 0.407 0.301 0.12
H 10.425982 6.334130 9.765429 0.980 0.202 0.438 0.12
H 8.673635 4.955772 9.132576 0.184 -1.534 0.430 0.11
```
Positions in Å, forces in eV/Å.

Orbital gap ... 5.267 eV
Net charge ... +2
Maximum force ... 3.36 eV/A
Relative energy (zero: lowest compared OMol25 entry of this formula, charge and spin) ... 133.6 kJ/mol
Calculated total energy ... -6156.6875 hartree